(1)
DFT (the ωB97M-V functional and the def2-TZVPD basis) results for a molecular structure, C20H19N3OPd.

Values from the calculation:
- Net charge: +2
- 2S+1: 1

Each line ends with the natural charge from an NBO analysis.
Cartesian coordinates (Å):
Pd  -0.19  -0.51  -0.08  0.971
O  -0.86  -1.97  -1.39  -0.719
C  -0.05  -2.94  -2.12  -0.071
C  0.72  -2.23  -3.22  -0.429
C  1.45  -0.98  -2.67  -0.449
C  2.28  -1.38  -1.48  0.248
C  3.57  -1.85  -1.68  -0.230
C  4.33  -2.30  -0.62  -0.095
C  3.76  -2.29  0.65  -0.231
C  2.48  -1.82  0.78  0.047
N  1.74  -1.36  -0.24  -0.492
H  -1.65  -1.77  -1.91  0.507
H  -0.71  -3.72  -2.50  0.227
H  0.60  -3.38  -1.38  0.206
H  0.06  -1.94  -4.04  0.233
H  1.45  -2.94  -3.63  0.246
H  0.73  -0.22  -2.39  0.210
H  2.08  -0.54  -3.44  0.262
H  3.97  -1.84  -2.69  0.249
H  5.34  -2.66  -0.77  0.256
H  4.29  -2.66  1.52  0.258
H  2.00  -1.86  1.75  0.211
C  0.87  1.51  3.72  -0.231
C  0.91  0.65  2.62  0.110
N  0.04  0.69  1.62  -0.432
C  -0.96  1.62  1.72  0.135
C  -1.06  2.53  2.76  -0.062
C  -0.10  2.47  3.78  -0.071
C  -2.14  3.49  2.76  -0.140
C  -3.06  3.49  1.78  -0.160
C  -3.00  2.53  0.72  -0.076
C  -3.93  2.46  -0.34  -0.064
C  -3.78  1.51  -1.32  -0.232
C  -2.72  0.60  -1.23  0.090
N  -1.85  0.63  -0.24  -0.446
C  -1.96  1.59  0.72  0.225
H  1.62  1.40  4.49  0.261
H  1.69  -0.09  2.58  0.215
H  -0.14  3.17  4.61  0.255
H  -2.19  4.20  3.57  0.250
H  -3.87  4.22  1.77  0.252
H  -4.74  3.17  -0.37  0.254
H  -4.46  1.44  -2.15  0.263
H  -2.59  -0.14  -2.01  0.194



(2)
DFT (the ωB97M-V functional and the def2-TZVPD basis) results for 2 unconnected molecules or ions with the total composition C5H13NO.

Values from the calculation:
- Net charge: -1
- 2S+1: 2

Each line ends with the Löwdin spin population.
Cartesian coordinates (Å):
C  1.78  0.57  -0.04  0.052
N  0.99  -0.22  1.00  0.002
C  0.88  -1.60  0.61  0.008
C  -0.31  -1.81  -0.35  0.015
C  -1.31  -0.87  0.28  0.055
C  -0.41  0.16  1.11  0.080
H  2.84  0.21  0.02  0.004
H  1.84  1.62  0.34  0.028
H  1.33  0.58  -1.01  0.016
H  1.85  -1.93  0.24  0.003
H  0.55  -2.30  1.48  0.002
H  -0.55  -2.89  -0.50  0.002
H  -0.22  -1.58  -1.43  0.008
H  -1.98  -1.37  0.91  0.006
H  -2.00  -0.32  -0.35  0.045
H  -0.64  1.21  0.88  0.066
H  -0.74  0.14  2.10  0.011
H  -1.93  2.97  -1.65  0.142
H  -0.85  4.06  -1.47  0.132
O  -1.13  3.37  -2.18  0.323



(3)
DFT (the ωB97M-V functional and the def2-TZVPD basis) results for 40 unconnected molecules or ions with the total composition H80O40.

Values from the calculation:
- Net charge: 0
- 2S+1: 1

Each line ends with the Löwdin charge.
Cartesian coordinates (Å):
H  -2.14  -1.95  -6.15  0.012
H  -2.47  -0.64  -5.16  0.152
O  -2.52  -1.75  -5.30  -0.124
H  -2.47  -2.06  3.86  0.097
H  -3.82  -2.84  4.45  0.176
O  -3.19  -1.87  4.61  -0.209
H  3.26  -0.53  -5.48  0.067
H  3.44  -1.85  -4.77  -0.044
O  3.43  -1.52  -5.59  -0.015
H  -1.28  -1.22  -2.17  0.013
H  -2.94  -1.17  -1.86  0.131
O  -1.95  -0.69  -1.75  -0.103
H  0.61  0.54  -2.24  -0.033
H  1.27  0.23  -0.77  0.094
O  1.14  0.85  -1.53  -0.042
H  3.72  3.03  3.47  0.027
O  3.17  3.52  4.12  -0.161
H  -1.85  -6.76  0.43  0.081
O  -2.29  -5.93  0.74  0.020
H  1.63  3.25  -0.19  -0.069
H  0.62  2.18  -0.12  0.037
O  1.19  2.77  0.45  -0.038
H  3.05  -1.84  -1.65  0.039
H  4.15  -2.32  -0.51  0.003
O  3.28  -2.09  -0.72  -0.043
H  -1.46  0.62  0.65  0.104
H  -2.88  0.53  1.18  -0.097
O  -2.11  0.14  1.29  -0.040
H  2.73  -4.22  -0.34  -0.002
H  1.28  -3.73  0.20  -0.027
O  2.09  -4.21  0.33  -0.054
H  -3.28  3.84  -2.46  -0.043
O  -3.62  3.79  -1.62  -0.003
H  1.51  -1.35  -5.66  0.026
H  0.80  -2.43  -6.24  0.091
O  0.85  -1.99  -5.36  -0.078
H  1.61  -4.68  2.48  -0.007
H  2.67  -4.95  3.27  0.038
O  1.94  -5.48  2.89  -0.070
H  0.48  2.44  4.53  0.016
H  1.35  2.71  3.36  -0.009
O  0.46  2.55  3.62  -0.009
H  1.11  0.47  -4.04  0.097
H  -0.23  -0.15  -4.41  -0.069
O  0.08  0.62  -4.10  -0.031
H  -4.60  -4.39  1.68  -0.045
H  -4.94  -3.08  2.26  0.098
O  -4.33  -3.88  2.37  -0.048
H  -5.19  0.63  3.24  -0.039
H  -4.33  -0.36  3.94  0.020
O  -4.83  -0.17  3.11  -0.026
H  3.85  0.31  4.66  0.028
O  3.64  1.13  4.23  -0.119
H  -3.96  0.82  -3.76  -0.011
H  -3.31  -0.14  -2.84  -0.021
O  -3.87  -0.05  -3.60  -0.009
H  -1.42  5.49  -0.36  0.072
O  -0.75  4.79  -0.15  -0.095
H  3.09  5.16  0.42  0.036
H  4.42  4.75  -0.26  -0.039
O  3.98  5.43  0.10  0.001
H  2.93  1.51  -0.36  -0.072
H  3.95  2.36  0.45  0.047
O  3.81  1.71  -0.27  -0.021
H  0.02  -2.27  1.39  0.051
H  -1.01  -2.62  0.07  0.100
O  -0.05  -2.47  0.42  -0.108
H  -4.90  1.03  0.26  0.043
H  -3.99  1.83  -0.65  0.166
O  -4.20  0.71  -0.36  -0.147
H  5.25  0.95  3.57  0.009
H  5.33  0.36  2.12  -0.018
O  5.60  1.04  2.66  -0.046
H  3.25  2.10  -3.69  0.011
H  3.96  2.08  -4.77  0.119
O  3.38  1.35  -4.30  -0.108
H  1.31  -3.94  5.32  0.026
H  0.74  -2.82  6.23  0.126
O  0.39  -3.71  5.65  -0.162
H  0.87  4.63  -1.58  -0.011
H  1.79  5.54  -0.88  0.129
O  1.78  4.64  -1.40  -0.072
H  -3.34  -3.35  -3.75  0.054
H  -3.67  -1.75  -3.43  0.048
O  -3.45  -2.69  -3.04  -0.139
H  -3.13  1.79  4.41  0.093
H  -2.65  1.51  2.95  -0.072
O  -2.80  2.19  3.53  -0.050
H  2.31  3.65  -3.70  0.012
O  3.01  4.17  -4.11  -0.091
H  -0.64  -4.09  -1.74  0.098
H  -1.15  -4.79  -3.09  -0.068
O  -0.89  -4.05  -2.73  0.005
H  3.28  1.76  4.95  0.109
H  2.81  4.23  3.35  0.098
H  -1.01  3.91  -0.61  0.068
H  -2.57  -5.87  1.54  -0.083
H  -4.44  4.32  -1.69  0.081
H  2.91  4.92  -3.42  0.080
O  1.41  4.84  2.86  0.000
H  0.78  4.14  2.88  0.008
H  1.51  5.22  3.67  0.015
O  1.50  -1.95  -2.99  -0.067
H  0.84  -2.18  -3.64  -0.011
H  1.09  -1.13  -2.56  0.039
O  0.18  -0.58  2.67  -0.120
H  0.26  0.39  2.36  0.067
H  -0.72  -0.36  3.13  0.064
O  -2.29  2.68  -4.37  -0.053
H  -1.61  2.70  -5.03  0.023
H  -1.86  2.91  -3.48  0.067
O  2.57  -1.29  4.15  -0.022
H  2.60  -0.80  3.33  0.035
H  3.37  -1.71  4.29  0.003
O  -0.23  0.30  5.55  -0.051
H  0.55  -0.25  5.61  0.009
H  -0.77  -0.43  5.18  0.036
O  -4.80  -3.98  -0.96  -0.080
H  -4.80  -3.84  -1.93  0.015
H  -4.28  -4.78  -0.85  0.013



(4)
DFT (the ωB97M-V functional and the def2-TZVPD basis) results for a single C3H2N2S molecule.

Values from the calculation:
- Net charge: 0
- SMILES: S=C1C=NN=C1
- 2S+1: 1

Each line ends with the natural charge from an NBO analysis.
Cartesian coordinates (Å):
S  -1.69  -1.26  0.83  0.251
C  -0.61  -0.22  0.39  -0.268
C  0.81  0.00  0.97  -0.028
N  1.55  0.50  -0.10  -0.187
N  0.57  0.82  -1.25  -0.187
C  -0.59  0.37  -0.89  -0.019
H  1.29  -0.69  1.60  0.226
H  -1.33  0.48  -1.55  0.213



(5)
DFT (the ωB97M-V functional and the def2-TZVPD basis) results for a molecular structure, C11H16N2O4RuS.

Values from the calculation:
- Net charge: +3
- 2S+1: 6

Each line ends with the Löwdin spin population.
Cartesian coordinates (Å):
Ru  -0.36  0.30  -0.98  1.696
C  0.00  -0.33  0.83  0.179
O  0.19  -0.81  1.86  0.125
C  -2.09  -0.62  -0.97  0.029
O  -3.12  -1.13  -1.03  0.006
C  0.73  -1.20  -1.60  0.148
O  1.41  -2.11  -1.78  0.098
C  -1.09  2.02  -0.27  0.126
O  -1.48  3.00  0.19  0.057
C  -0.06  1.47  -2.83  0.212
H  -0.07  2.55  -2.70  0.014
H  0.76  1.14  -3.47  0.014
C  -1.29  0.76  -2.83  0.044
H  -1.39  -0.13  -3.46  0.012
H  -2.22  1.32  -2.68  0.012
C  3.19  -1.97  2.96  0.039
C  4.18  -1.50  1.91  0.061
N  3.59  -0.62  0.87  0.396
C  2.98  0.55  1.10  0.171
S  2.16  1.36  -0.21  0.853
N  3.00  1.11  2.34  0.508
C  4.21  1.22  3.24  0.060
C  5.47  1.63  2.55  0.049
H  2.75  -1.13  3.50  0.003
H  3.72  -2.59  3.69  0.001
H  2.39  -2.57  2.51  0.002
H  5.02  -0.96  2.36  0.026
H  4.60  -2.36  1.38  0.000
H  3.66  -0.90  -0.11  0.015
H  2.39  1.93  2.38  0.017
H  3.93  1.98  3.97  0.000
H  4.29  0.28  3.79  0.020
H  5.40  2.65  2.16  0.001
H  6.29  1.62  3.27  0.006
H  5.77  0.95  1.74  0.001



Here are the calculated max |F| numbers, same order: 1.03 3.25 9.77 7.27 6.95 (eV/Å).
Here are the calculated E_tot numbers, same order: -1140.4446 -328.2063 -3057.1384 -623.0854 -1330.8736 (Eh).
Here are the calculated energy above the lowest of the compared OMol25 structures with the same formula, charge and spin numbers, same order: 0.0 174.8 1624.9 230.4 28.6 (kJ/mol).